Formula: C53H49Cl3HfN4P3S4
Source: the OMol25 dataset
Level of theory: ωB97M-V/def2-TZVPD

Last column: Mulliken charge in e.
Positions of all 117 atoms, in Å:
Hf -1.09 1.46 0.79  0.7588
S 0.17 5.00 3.66  -0.1527
C -0.36 3.85 2.63  0.3252
S -0.97 2.30 3.17  -0.4255
S -0.51 4.06 0.91  -0.4728
C 5.90 -1.79 2.98  -0.7171
S 5.59 -2.76 1.49  -0.0929
C 5.80 -1.49 0.21  -1.1491
C 4.50 -0.88 -0.31  -0.5249
C 3.68 -0.24 0.81  -0.7322
N 2.37 0.26 0.34  0.5302
P 0.94 -0.58 0.63  0.1357
C 1.31 -2.28 0.14  0.8721
C 1.17 -2.62 -1.21  0.1598
C 1.52 -3.88 -1.65  -0.6303
C 2.02 -4.81 -0.75  -0.8630
C 2.18 -4.48 0.58  -1.0556
C 1.82 -3.21 1.03  -0.4863
C 0.75 -0.65 2.44  0.5329
C 1.62 0.02 3.31  -0.9326
C 1.40 0.00 4.68  -0.7818
C 0.31 -0.69 5.19  -0.9089
C -0.56 -1.36 4.34  -0.7159
C -0.34 -1.34 2.97  -0.4326
P 1.83 1.90 0.32  0.2113
C 3.25 2.92 0.78  0.9603
C 3.26 3.57 2.01  -0.3127
C 4.36 4.33 2.38  -0.8388
C 5.45 4.42 1.54  -0.6405
C 5.45 3.76 0.31  -0.8397
C 4.35 3.02 -0.08  -0.2696
C 1.78 2.21 -1.50  0.9915
C 2.12 1.23 -2.41  0.0287
C 2.12 1.50 -3.78  -0.9512
C 1.75 2.76 -4.23  -0.7747
C 1.41 3.75 -3.32  -0.7752
C 1.43 3.48 -1.96  -0.5971
H 5.87 -2.48 3.82  0.3888
H 5.13 -1.02 3.13  0.1178
H 6.88 -1.33 2.95  0.3122
H 6.34 -1.96 -0.61  0.5094
H 6.45 -0.71 0.62  0.4447
H 3.90 -1.64 -0.81  0.1344
H 4.74 -0.11 -1.05  0.3006
H 4.24 0.60 1.24  1.0754
H 3.53 -0.97 1.60  0.2436
H 0.77 -1.89 -1.91  0.1689
H 1.41 -4.14 -2.70  0.4712
H 2.30 -5.80 -1.10  0.4624
H 2.58 -5.19 1.28  0.5334
H 1.94 -2.96 2.08  0.4385
H 2.45 0.59 2.92  0.2268
H 2.06 0.53 5.34  0.4761
H 0.13 -0.70 6.26  0.3928
H -1.42 -1.89 4.74  0.5105
H -1.03 -1.86 2.32  0.5178
H 2.40 3.49 2.67  0.1367
H 4.35 4.84 3.33  0.4750
H 6.31 5.01 1.83  0.4190
H 6.30 3.85 -0.35  0.4576
H 4.34 2.53 -1.04  0.4212
H 2.43 0.25 -2.06  0.2556
H 2.40 0.73 -4.48  0.4740
H 1.75 2.97 -5.29  0.4122
H 1.16 4.74 -3.67  0.5011
H 1.20 4.27 -1.25  0.5088
C -4.37 -0.79 -4.66  -0.5139
C -4.88 -0.31 -3.47  -0.7295
C -4.28 -0.65 -2.26  -0.8292
C -3.17 -1.49 -2.24  0.2740
C -2.66 -1.97 -3.45  -0.3881
C -3.26 -1.63 -4.65  -0.7956
P -2.23 -1.90 -0.72  2.5762
C -2.55 -3.70 -0.58  0.3126
C -3.57 -4.37 -1.26  -0.4693
C -3.76 -5.73 -1.09  -0.7854
C -2.94 -6.45 -0.23  -0.6648
C -1.91 -5.80 0.44  -0.8571
C -1.72 -4.44 0.26  -0.1686
C -3.24 -1.17 0.62  -0.2981
C -4.44 -1.80 0.97  -0.1601
C -5.24 -1.30 1.98  -0.8765
C -4.84 -0.15 2.65  -1.1876
C -3.66 0.48 2.28  -0.3332
C -2.80 0.01 1.26  0.8634
H -4.85 -0.53 -5.60  0.3891
H -5.75 0.34 -3.47  0.4450
H -4.68 -0.26 -1.33  0.4239
H -1.80 -2.62 -3.44  0.3986
H -2.87 -2.03 -5.58  0.4429
H -4.22 -3.82 -1.94  0.4680
H -4.55 -6.23 -1.63  0.4402
H -3.09 -7.51 -0.10  0.3945
H -1.26 -6.35 1.10  0.4693
H -0.90 -3.94 0.77  0.3179
H -4.74 -2.70 0.45  0.4208
H -6.17 -1.79 2.24  0.4338
H -5.43 0.25 3.45  0.4638
H -3.39 1.36 2.85  0.2592
Cl -4.11 6.28 0.67  -0.0789
C -4.52 4.91 1.71  0.6973
Cl -6.26 4.62 1.71  -0.0934
Cl -3.90 5.15 3.34  -0.0394
C -3.84 3.72 1.17  -0.3416
N -3.24 2.84 0.77  -0.2370
C -2.54 4.09 -1.92  -1.4380
C -2.04 2.73 -2.26  -0.2959
N -1.47 1.82 -1.47  1.1081
C -1.16 0.74 -2.29  1.2287
C -1.56 1.00 -3.56  -2.3284
N -2.11 2.26 -3.51  0.3374
H -2.08 4.47 -1.02  0.0082
H -3.63 4.07 -1.78  0.2956
H -2.32 4.77 -2.74  0.5820
H -0.68 -0.14 -1.91  -0.2011
H -1.52 0.41 -4.45  0.5871
H -2.50 2.76 -4.29  0.2535

Computed properties:
Spin multiplicity: 1
ΔE to the lowest compared entry with this formula, charge and spin, kcal per mole: 0.0
Largest force on an atom, eV/Å: 1.1
Energy, hartree: -6313.39410
Total charge: +1